No. 1
Here is a gas-phase ion, C11H13N2O (charge +1) from the OMol25 dataset. Energies are from ωB97M-V/def2-TZVPD.

Computed properties:
ΔE to the lowest compared entry with this formula, charge and spin: 0.0 kJ/mol
total charge: +1
highest occupied orbital energy: -0.5029 Ha

```
27
Properties=species:S:1:pos:R:3:forces:R:3:lowdin_charge:R:1
C -2.131 0.410 -2.107 -0.129 -0.155 0.054 0.001
C -0.728 0.517 -1.595 -0.261 0.168 -0.785 -0.149
C 0.284 -0.537 -1.751 0.317 -0.031 -0.845 -0.155
C 1.741 -0.310 -1.998 0.044 0.075 0.186 0.006
N -0.304 -0.276 -0.397 0.078 0.069 0.545 0.023
C -1.135 -1.383 0.166 -0.440 -0.439 -0.232 -0.289
O -1.769 -2.081 -0.546 0.084 0.009 0.160 0.204
C -0.924 -1.407 1.642 -0.019 -0.133 0.638 0.018
C 0.032 -0.291 1.904 0.133 0.177 -0.370 -0.130
C 0.564 0.171 3.091 0.009 0.069 -0.292 0.033
C 1.414 1.273 3.011 -0.219 -0.331 0.316 -0.095
N 1.702 1.887 1.881 0.349 0.470 -0.085 0.095
C 1.197 1.458 0.741 -0.231 -0.232 -0.391 -0.060
C 0.370 0.347 0.709 0.352 0.193 1.006 -0.102
H -2.456 -0.620 -2.218 0.001 0.044 -0.028 0.085
H -2.170 0.889 -3.083 0.042 0.066 -0.042 0.105
H -2.823 0.935 -1.451 -0.041 0.048 0.020 0.102
H -0.363 1.539 -1.522 0.139 -0.136 0.161 0.164
H -0.087 -1.486 -2.137 -0.149 0.132 0.192 0.169
H 2.068 0.688 -1.724 0.038 0.046 -0.013 0.077
H 1.924 -0.448 -3.062 -0.025 0.004 -0.037 0.106
H 2.343 -1.041 -1.462 0.031 -0.027 0.009 0.104
H -0.538 -2.386 1.944 -0.041 0.021 -0.132 0.162
H -1.878 -1.284 2.164 -0.005 -0.001 -0.121 0.162
H 0.328 -0.290 4.036 -0.012 -0.043 0.129 0.127
H 1.874 1.689 3.896 0.000 -0.032 0.143 0.123
H 1.468 2.037 -0.130 -0.046 -0.031 -0.183 0.118
```
Forces are in eV/Å.


No. 2
Here is a molecular structure, C11H13N2O7Pd from the OMol25 dataset. Energies are from ωB97M-V/def2-TZVPD.

Computed properties:
total charge: -1
highest occupied orbital energy: -0.1678 Ha

```
34
Properties=species:S:1:pos:R:3:forces:R:3:lowdin_charge:R:1
Pd -1.312 -0.519 1.081 -0.071 0.642 0.546 0.645
O -0.712 0.098 3.830 0.323 0.512 -0.458 0.021
C -0.238 0.346 2.534 -0.366 -0.203 -0.102 -0.611
O 0.726 -0.405 2.076 -1.164 -0.033 0.549 -0.124
C -0.251 1.863 2.281 -0.143 -0.073 0.020 -0.135
O -0.844 2.231 1.051 -0.015 -0.206 -0.152 -0.167
C -2.199 2.659 1.138 0.203 -0.376 -0.062 -0.139
C -3.249 1.751 1.821 -0.386 -0.391 0.407 -0.654
O -4.138 2.401 2.400 0.298 -0.604 -0.366 -0.034
O -3.180 0.471 1.710 0.251 0.954 -0.169 -0.136
H -0.604 -0.839 3.968 0.074 -0.613 0.110 0.083
H -0.762 2.352 3.113 -0.038 -0.006 0.077 0.131
H 0.777 2.212 2.239 0.243 0.012 0.062 0.127
H -2.251 3.621 1.637 0.016 0.197 0.134 0.111
H -2.519 2.778 0.104 -0.057 0.085 -0.100 0.122
O 2.632 0.273 0.732 1.145 -0.071 -1.404 -0.069
C 2.869 -0.771 -0.173 -0.141 0.571 0.284 -0.266
N 3.086 -0.307 -1.542 -0.237 -0.034 -0.126 0.110
C 2.287 -0.454 -2.632 0.082 0.277 -0.029 -0.455
O 2.625 -0.115 -3.762 0.000 -0.203 0.433 0.042
C 0.928 -1.038 -2.388 0.179 0.024 -0.158 -0.134
C 0.497 -2.134 -3.118 0.100 -0.114 -0.139 -0.010
C -0.772 -2.627 -2.889 -0.120 -0.046 -0.074 -0.059
C -1.568 -1.994 -1.942 0.009 -0.087 0.042 -0.134
N -1.170 -0.929 -1.252 -0.003 -0.199 -0.063 0.013
C 0.057 -0.454 -1.487 -0.214 -0.010 -0.009 -0.084
H 1.767 0.095 1.176 -0.280 -0.052 0.500 -0.024
H 2.042 -1.477 -0.179 -0.065 -0.118 -0.029 0.121
H 3.768 -1.307 0.118 0.246 -0.095 0.063 0.116
H 3.927 0.217 -1.717 0.115 0.016 -0.044 0.142
H 1.159 -2.582 -3.852 -0.069 0.039 0.062 0.123
H -1.149 -3.485 -3.434 0.019 0.070 0.063 0.100
H -2.562 -2.358 -1.716 -0.025 -0.011 -0.001 0.107
H 0.333 0.428 -0.929 0.091 0.143 0.133 0.121
```
Forces are in eV/Å.


No. 3
Here is a gas-phase ion, C11H13N2S (charge +1) from the OMol25 dataset. Energies are from ωB97M-V/def2-TZVPD.

Computed properties:
ΔE to the lowest compared entry with this formula, charge and spin: 527.0 kJ/mol
total charge: +1
highest occupied orbital energy (alpha / beta): -0.4481 / -0.4481 Ha

```
27
Properties=species:S:1:pos:R:3:forces:R:3:lowdin_charge:R:1
C -3.005 -1.450 -0.661 -0.178 -0.701 0.059 -0.045
C -1.916 -1.409 -1.550 -1.821 -2.839 -0.784 -0.078
C -3.215 -0.376 0.150 -2.329 0.052 0.911 -0.095
C -1.065 -0.382 -1.579 2.028 3.203 0.383 -0.030
C -2.442 0.751 0.120 1.435 1.075 0.555 0.003
C 0.662 3.444 0.305 0.456 2.079 0.336 -0.267
C -1.284 0.738 -0.680 -1.607 -0.764 -0.570 -0.249
C 1.599 0.934 0.491 -0.167 1.098 -1.616 -0.363
C 0.855 -1.154 1.115 3.735 -2.140 -0.716 -0.019
C 3.365 -0.865 0.576 0.650 -2.001 -2.163 -0.070
C 1.984 -0.456 0.263 -2.912 0.530 -1.294 -0.446
N -0.270 2.900 -0.331 0.512 1.265 1.260 -0.001
N -0.375 1.765 -0.715 1.876 -3.433 -0.928 0.101
S 2.090 2.351 0.968 -0.819 -0.307 -0.311 1.107
H -3.767 -2.259 -0.507 1.262 0.486 -0.875 0.140
H -1.856 -2.231 -2.282 0.362 0.438 0.440 0.129
H -4.157 -0.442 0.735 0.946 0.483 -0.075 0.132
H -0.181 -0.303 -2.265 -1.089 -0.246 0.641 0.138
H -2.648 1.615 0.777 0.073 -0.524 -0.495 0.134
H 0.879 4.536 0.300 -0.391 -1.053 0.136 0.106
H -0.053 -0.903 0.794 -3.649 0.836 -1.563 0.002
H 0.870 -0.925 2.130 0.575 0.626 1.881 0.079
H 1.004 -2.236 1.038 -0.148 0.132 -0.068 0.110
H 3.999 -0.536 -0.247 0.192 -0.088 -0.075 0.094
H 3.367 -1.990 0.544 0.352 1.061 0.340 0.118
H 3.815 -0.472 1.431 0.266 0.404 1.762 0.070
H 1.743 -0.644 -0.921 0.391 0.328 2.829 0.200
```
Forces are in eV/Å.


No. 4
Here is a molecular structure, C11H13N3O5PZn from the OMol25 dataset. Energies are from ωB97M-V/def2-TZVPD.

Computed properties:
total charge: +1
highest occupied orbital energy: -0.3957 Ha

```
34
Properties=species:S:1:pos:R:3:forces:R:3:lowdin_charge:R:1
O -0.010 3.034 -4.579 -0.007 -1.989 2.085 0.254
C -0.007 2.330 -3.681 0.013 4.486 -5.052 -0.021
Zn 0.000 1.072 -2.227 -0.008 -3.110 -0.094 -0.072
O -0.011 3.450 -0.217 0.009 -2.275 -2.133 0.240
C -0.007 2.579 -0.956 -0.019 4.763 4.535 -0.010
C 0.005 -0.517 -3.554 0.179 1.394 -2.193 -0.355
O -0.080 -1.661 -3.263 -0.112 -1.627 0.401 -0.015
C 1.883 0.931 -2.358 6.298 0.617 0.123 -0.082
O 3.017 0.867 -2.460 -2.157 -0.513 -0.112 0.232
C -1.882 0.914 -2.356 -6.312 0.494 0.224 -0.083
O -3.016 0.838 -2.457 2.150 -0.462 -0.158 0.231
H 0.102 -0.192 -4.659 -0.027 -0.844 0.174 0.072
C 1.220 -1.409 2.414 -1.232 0.752 -1.161 -0.139
N 1.242 0.034 2.043 0.218 0.192 0.680 -0.149
C -0.005 0.715 2.522 0.007 -1.560 -0.685 -0.127
N -1.246 0.025 2.041 -0.229 0.196 0.674 -0.150
C -1.216 -1.418 2.412 1.240 0.777 -1.141 -0.138
N 0.005 -2.064 1.848 0.001 0.065 0.262 -0.133
C 0.006 -2.075 0.367 -0.008 0.383 1.030 -0.258
P 0.001 -0.359 -0.346 -0.018 -1.045 0.907 1.032
C 1.480 0.244 0.614 -0.973 -0.695 0.808 -0.307
C -1.484 0.234 0.611 0.977 -0.704 0.820 -0.305
H 1.209 -1.491 3.497 -0.118 -0.024 0.086 0.128
H 2.111 -1.900 2.028 0.038 0.024 -0.051 0.127
H -0.009 1.755 2.197 0.000 0.001 -0.090 0.118
H -0.006 0.700 3.614 0.002 -0.086 -0.121 0.131
H -2.102 -1.915 2.024 -0.048 0.016 -0.058 0.127
H -1.207 -1.500 3.495 0.120 -0.023 0.075 0.128
H 0.893 -2.574 0.014 0.248 -0.364 -0.180 0.095
H -0.877 -2.581 0.012 -0.237 -0.356 -0.182 0.095
H 1.637 1.291 0.429 0.328 0.598 0.012 0.058
H 2.364 -0.312 0.255 -0.278 0.157 0.253 0.109
H -2.364 -0.327 0.251 0.287 0.162 0.251 0.109
H -1.647 1.281 0.426 -0.331 0.600 0.010 0.058
```
Forces are in eV/Å.


No. 5
Here is C11H13NO in the gas phase from the OMol25 dataset. Energies are from ωB97M-V/def2-TZVPD.

Computed properties:
ΔE to the lowest compared entry with this formula, charge and spin: 363.2 kJ/mol
total charge: 0
highest occupied orbital energy: -0.2876 Ha

```
26
Properties=species:S:1:pos:R:3:forces:R:3:lowdin_charge:R:1
C -1.209 -1.594 -1.038 -1.874 0.879 1.636 -0.077
N -0.306 -0.478 -0.680 -4.591 3.965 -0.399 -0.008
C 0.771 -0.521 0.155 1.552 -1.666 -0.613 -0.317
C 1.170 0.453 0.998 0.476 0.374 2.494 -0.039
C 2.234 0.306 1.926 -0.576 -0.373 -1.737 -0.062
C 3.094 -0.764 1.811 -0.174 -0.330 0.044 -0.108
C 2.755 -1.750 0.889 -0.493 0.824 0.097 -0.103
C 1.665 -1.598 0.060 -0.716 -1.878 -2.326 -0.031
C -1.349 0.897 -0.427 2.196 -1.940 -1.985 -0.259
C -2.343 0.789 0.641 -0.374 0.572 1.182 -0.232
O -2.288 -0.079 1.496 -0.748 1.360 -1.096 0.052
C -1.835 1.452 -1.780 -1.410 -0.009 0.136 -0.125
C -0.811 2.178 -1.101 2.112 2.054 1.899 -0.096
H -1.549 -2.238 -0.167 1.050 0.420 -0.836 0.106
H -2.220 -1.119 -1.303 1.619 -0.678 -0.124 0.101
H -0.846 -2.145 -1.879 0.238 -0.526 -0.336 0.062
H 0.499 1.238 1.159 -0.738 1.333 0.297 0.085
H 2.250 1.005 2.711 0.553 0.928 0.710 0.087
H 4.015 -0.950 2.357 -0.414 0.406 0.477 0.100
H 3.323 -2.634 0.988 0.583 -0.958 -0.807 0.088
H 1.450 -2.279 -0.851 0.522 0.579 1.992 0.137
H -3.186 1.667 0.565 1.501 -1.871 0.415 0.173
H -2.805 1.931 -1.940 0.100 -0.071 0.907 0.121
H -1.707 0.838 -2.598 1.053 -1.317 -1.595 0.082
H 0.301 2.191 -1.300 -1.466 -0.552 -0.192 0.134
H -1.073 3.204 -0.691 0.019 -1.525 -0.240 0.131
```
Forces are in eV/Å.


No. 6
Here is C11H13NO3 in the gas phase from the OMol25 dataset. Energies are from ωB97M-V/def2-TZVPD.

Computed properties:
ΔE to the lowest compared entry with this formula, charge and spin: 787.7 kJ/mol
total charge: 0
highest occupied orbital energy (alpha / beta): -0.2828 / -0.2675 Ha

```
28
Properties=species:S:1:pos:R:3:forces:R:3:lowdin_charge:R:1
C -0.739 -0.049 -1.542 -0.820 0.018 -1.300 -0.283
C 0.652 1.971 0.080 1.633 -0.541 -0.077 -0.019
C -1.861 1.878 0.562 -0.129 1.603 -1.081 -0.065
C 1.068 0.678 -0.089 -2.880 0.294 -0.341 -0.138
C -2.147 0.633 0.641 2.222 -0.340 -0.918 -0.120
C 2.451 0.330 0.145 1.447 -0.207 0.411 -0.404
C -0.670 2.539 -0.222 -0.439 1.418 2.423 -0.178
C 0.154 -0.364 -0.614 2.585 -0.920 3.645 -0.222
C 3.134 -0.279 -1.113 -2.813 -1.858 2.739 0.044
C -2.904 -1.645 0.639 -0.354 0.855 -1.927 0.014
C 0.815 -2.153 0.847 -0.482 0.310 -0.870 -0.035
N -1.399 0.265 -2.412 -1.855 0.741 -2.300 0.200
O 3.018 0.575 1.203 -0.185 -0.409 -1.405 0.089
O -2.706 -0.325 1.227 -1.693 -1.704 1.532 -0.019
O 0.391 -1.748 -0.459 -0.213 1.912 0.085 -0.093
H 1.376 2.668 0.587 -0.605 -0.859 -0.806 0.140
H -2.516 2.720 0.799 -0.384 -0.575 0.395 0.117
H -0.606 3.524 0.327 -0.247 -0.623 -0.912 0.116
H -1.006 2.787 -1.231 0.378 -0.554 -0.111 0.118
H 3.826 -0.967 -0.726 1.579 -0.599 -0.120 0.078
H 3.409 0.503 -1.671 2.152 3.044 -1.882 0.048
H 2.446 -0.773 -1.798 -0.361 -0.340 0.478 0.092
H -3.211 -1.531 -0.432 0.186 0.033 0.868 0.115
H -3.690 -2.182 1.161 0.198 0.354 0.363 0.096
H -1.962 -2.161 0.634 0.339 -0.244 0.250 0.061
H 1.261 -3.081 0.642 1.280 -1.038 0.134 0.088
H -0.009 -2.397 1.479 -1.049 0.200 0.525 0.073
H 1.423 -1.417 1.337 0.509 0.029 0.204 0.086
```
Forces are in eV/Å.


Max |F|? In order: 1.1; 1.8; 4.4; 6.8; 6.1; 4.6 eV/Å.
E? In order: -611.4454; -1191.1141; -934.2066; -3087.6438; -556.8139; -707.1651 hartree.